No. 1
45
Properties=species:S:1:pos:R:3 method="wB97M-V/def2-TZVPD" total_energy_ha=-2679.90761 homo_energy_ev="-15.20 / -15.18" largest_force_ev_per_a=3.08 charge=+2 multiplicity=2 s2=0.80 lumo_energy_ev="-8.2435 / -7.9486" homo_lumo_gap_ev="6.95 / 7.23"
Fe 0.312 -0.281 -1.294
N 0.634 -3.348 1.446
C 0.847 -2.538 0.439
N -0.021 -1.612 0.062
C -1.227 -1.463 0.750
N -2.064 -0.551 0.356
N -1.534 0.123 -0.717
C -2.265 0.835 -1.486
C -1.525 1.475 -2.566
C -2.034 2.409 -3.436
C -1.204 2.903 -4.442
C 0.097 2.447 -4.531
C 0.548 1.508 -3.612
N -0.247 1.038 -2.648
C -1.520 -2.370 1.839
C -2.740 -2.347 2.528
C -2.968 -3.258 3.534
C -1.988 -4.195 3.875
C -0.780 -4.234 3.208
C -0.562 -3.322 2.187
H 1.346 -4.025 1.688
H 1.779 -2.633 -0.105
H -3.339 0.917 -1.355
H -3.060 2.740 -3.339
H -1.578 3.636 -5.145
H 0.767 2.799 -5.303
H 1.562 1.131 -3.639
H -3.486 -1.615 2.253
H -3.910 -3.251 4.064
H -2.180 -4.908 4.665
H -0.023 -4.961 3.471
O 4.785 2.516 0.920
C 3.640 3.007 1.386
O 3.577 3.909 2.165
C 2.366 2.383 0.892
C 1.117 2.829 1.285
N 0.195 2.062 0.678
N 0.784 1.136 -0.088
C 2.094 1.326 0.031
C 2.899 0.375 -0.772
O 4.093 0.356 -0.826
O 2.096 -0.475 -1.429
H 4.670 1.769 0.304
H 0.858 3.629 1.961
H -0.809 2.127 0.745

No. 2
12
Properties=species:S:1:pos:R:3 method="wB97M-V/def2-TZVPD" total_energy_ha=-608.57192 homo_energy_ev=-8.99 largest_force_ev_per_a=1.51 multiplicity=1 smiles="NC=O.CS" lumo_energy_ev=0.7235 homo_lumo_gap_ev=9.72
N -0.884 -2.478 0.011
C -1.517 -1.380 -0.483
O -1.962 -0.413 0.078
H -0.139 -2.851 -0.543
H -0.815 -2.713 0.986
H -1.485 -1.469 -1.589
C 0.875 2.542 0.172
S 1.567 0.781 0.030
H 1.694 3.139 0.552
H 0.055 2.540 0.886
H 0.454 2.813 -0.794
H 0.804 0.323 1.052

No. 3
25
Properties=species:S:1:pos:R:3 method="wB97M-V/def2-TZVPD" total_energy_ha=-1085.22836 homo_energy_ev=-9.26 largest_force_ev_per_a=4.76 multiplicity=1 lumo_energy_ev=-0.2342 homo_lumo_gap_ev=9.03
C 2.838 0.357 0.764
C -3.009 0.093 -0.254
C 1.256 -1.218 0.864
C -1.694 0.785 -0.567
C 0.298 -0.656 -0.125
C -0.702 0.413 0.444
O 4.926 0.575 -0.619
O -2.726 -1.313 -0.209
O 1.979 -2.313 0.471
O -1.920 2.203 -0.519
O 0.870 -0.141 -1.298
O -0.046 1.515 0.983
S 3.725 -0.218 -0.502
H 3.092 1.239 1.354
H -3.246 0.364 0.702
H -3.830 0.184 -0.832
H 1.027 -1.177 1.873
H -1.399 0.382 -1.505
H -0.236 -1.488 -0.504
H -1.285 -0.137 1.202
H -2.896 -1.621 -1.052
H 1.899 -2.371 -0.525
H -1.150 2.366 0.065
H 1.388 0.757 -1.376
H 0.839 1.420 1.164

No. 4
72
Properties=species:S:1:pos:R:3 method="wB97M-V/def2-TZVPD" total_energy_ha=-3748.34071 homo_energy_ev=-6.51 largest_force_ev_per_a=5.63 charge=-1 multiplicity=1 lumo_energy_ev=2.4843 homo_lumo_gap_ev=8.99
O -1.840 1.523 2.096
S -0.630 2.201 1.577
O -0.955 3.491 0.917
N 0.162 1.269 0.434
S 0.188 -0.349 0.893
O 1.098 -1.013 -0.083
O -1.146 -1.019 0.808
P 0.884 -0.560 2.936
O -0.466 -1.042 3.797
Cl 2.144 -2.247 3.018
H 0.236 2.443 2.625
H -1.238 -0.961 3.215
C 2.446 1.587 -1.744
O 3.666 1.848 -1.035
C 4.759 1.426 -1.651
O 4.812 0.871 -2.713
O 5.810 1.730 -0.881
C 7.058 1.326 -1.431
H 1.634 1.973 -1.144
H 2.448 2.097 -2.708
H 2.301 0.516 -1.875
H 7.240 1.825 -2.382
H 7.092 0.245 -1.557
H 7.829 1.623 -0.724
C -2.717 -0.320 -2.006
O -2.251 -0.525 -3.347
C -1.940 -1.785 -3.620
O -2.026 -2.717 -2.870
O -1.507 -1.841 -4.882
C -1.126 -3.149 -5.298
H -2.939 0.738 -1.893
H -3.631 -0.887 -1.825
H -1.950 -0.590 -1.284
H -1.974 -3.831 -5.250
H -0.303 -3.524 -4.690
H -0.793 -3.072 -6.330
C -4.621 -2.798 2.073
O -5.565 -3.222 3.063
C -5.181 -2.980 4.311
O -4.156 -2.461 4.649
O -6.140 -3.417 5.130
C -5.851 -3.215 6.510
H -5.039 -3.047 1.101
H -4.465 -1.722 2.122
H -3.675 -3.324 2.191
H -5.741 -2.154 6.729
H -4.951 -3.757 6.798
H -6.694 -3.607 7.074
C 0.802 -3.851 -1.184
O 2.094 -4.262 -0.722
C 2.852 -4.815 -1.655
O 2.553 -4.994 -2.804
O 4.020 -5.147 -1.096
C 4.935 -5.754 -1.999
H 0.279 -3.412 -0.341
H 0.894 -3.097 -1.962
H 0.234 -4.709 -1.546
H 5.185 -5.072 -2.812
H 4.528 -6.683 -2.396
H 5.839 -5.977 -1.436
C 1.217 8.716 2.201
O 0.917 8.170 0.921
C -0.371 7.865 0.755
O -1.238 8.021 1.567
O -0.519 7.368 -0.467
C -1.859 6.989 -0.780
H 2.284 8.922 2.217
H 0.675 9.647 2.360
H 0.983 8.001 2.989
H -2.523 7.852 -0.737
H -2.204 6.204 -0.109
H -1.852 6.601 -1.796

No. 5
15
Properties=species:S:1:pos:R:3 method="wB97M-V/def2-TZVPD" total_energy_ha=-835.55330 homo_energy_ev=-3.71 largest_force_ev_per_a=3.28 charge=-1 multiplicity=1 lumo_energy_ev=3.7350 homo_lumo_gap_ev=7.44
C 0.524 0.264 1.227
C 1.093 0.404 -0.258
C 0.360 -0.698 -1.043
O -2.889 -0.953 -0.019
O -2.120 1.358 -0.676
O -0.906 -0.062 1.269
O 0.846 1.636 -0.799
O 0.560 -1.941 -0.457
P -1.796 0.023 -0.119
H 0.953 -0.589 1.758
H 0.582 1.296 1.739
H 2.229 0.187 -0.359
H 0.484 -0.771 -2.170
H -0.094 1.794 -0.536
H 0.173 -1.947 0.445